No. 1
A structure of composition C38H35O2PPdSi at a distorted geometry. Source: OMol25; level of theory: ωB97M-V/def2-TZVPD.

Values from the calculation:
* electronic energy: -2378.08057 hartree
* largest force on an atom: 0.0820 hartree/bohr
* spin multiplicity: 3
* net charge: -2
* HOMO energy (alpha / beta): 2.210 / -1.118 eV
* LUMO level (alpha / beta): 4.2 / 4.2 eV
* gap between HOMO and LUMO (alpha / beta): 1.97 / 5.30 eV
* expectation value of S²: 2.04

Geometry as XYZ:
```
78
Properties=species:S:1:pos:R:3:forces:R:3:mulliken_spin:R:1
Pd 1.315105 -0.580916 -0.047062 0.1 0.9 -1.6 0.692
C -3.471319 1.458670 -2.949192 -0.3 -1.6 0.0 -0.007
C -3.064955 1.238032 -1.603651 -0.9 1.4 -0.4 0.014
C -1.708101 1.110506 -1.278349 -0.3 -0.3 -0.8 0.000
C -0.835082 0.685508 -2.285743 -0.5 0.5 -0.3 0.064
C -1.351744 0.456375 -3.596181 0.2 0.7 0.9 0.001
C -2.597342 0.987930 -3.941683 0.6 -0.3 -0.4 -0.014
P 0.976415 0.958245 -2.012063 -0.4 -1.2 -0.6 0.052
C 1.001446 2.614160 -2.774160 0.0 2.0 0.6 0.002
C 2.305933 3.131128 -2.906758 -0.2 0.6 0.0 0.105
C 2.574427 4.474918 -3.148685 -0.9 0.9 -0.1 -0.085
C 1.502258 5.434794 -3.244532 0.6 -2.3 -1.1 0.143
C 0.193376 4.877338 -3.290508 0.3 2.4 -0.4 -0.054
C -0.051991 3.577157 -2.947991 -0.2 -2.0 0.7 0.112
C 1.708971 -0.012660 -3.350233 0.6 -1.9 3.7 0.106
C 1.998931 0.326917 -4.620235 -1.0 0.1 -4.1 0.239
C 2.260798 -0.654655 -5.635124 1.2 0.2 0.5 -0.244
C 2.947502 -1.852858 -5.270898 -0.7 1.0 -0.6 0.365
C 3.111272 -2.045752 -3.860489 -1.6 -0.4 1.6 -0.040
C 3.835868 -3.117626 -3.290752 0.1 0.1 -2.2 -0.003
C 3.730183 -3.461287 -1.986127 1.3 -1.5 1.9 0.034
C 3.001513 -2.723078 -1.013140 1.4 -1.4 -1.2 -0.110
C 2.306770 -1.635056 -1.471184 -1.0 1.4 -0.9 0.194
C 2.281598 -1.291558 -2.887253 1.8 -0.3 0.1 0.084
H -4.497950 1.707400 -3.332195 0.9 -0.1 1.1 0.002
H -3.767282 1.309708 -0.767431 0.0 0.4 -0.4 0.010
H -1.386028 1.439437 -0.283183 0.2 -0.7 -0.2 -0.010
H -0.692908 0.005459 -4.331322 0.0 0.2 0.0 0.006
H -2.835591 1.023289 -5.024471 -0.1 0.0 0.8 0.005
H 3.099916 2.441101 -2.694956 0.6 -0.2 -0.3 0.034
H 3.604638 4.798841 -3.353559 -0.4 -0.1 0.5 -0.013
H 1.731947 6.460143 -3.520496 -0.2 -0.1 0.1 0.016
H -0.634897 5.549236 -3.666491 0.7 -0.8 1.0 -0.010
H -1.073016 3.273649 -2.658819 0.4 0.1 -0.8 0.029
H 1.805564 1.332385 -4.962619 -0.4 0.2 -0.2 0.098
H 1.980998 -0.456260 -6.698403 0.7 0.1 0.9 0.034
H 3.393417 -2.519684 -6.049555 -0.5 0.5 0.9 0.027
H 4.442602 -3.726290 -3.999504 -0.4 0.3 0.6 -0.005
H 4.365705 -4.360666 -1.697156 -0.9 1.1 0.0 0.009
H 3.125418 -3.020996 0.035323 -0.4 0.3 -0.6 0.016
O 1.835909 -2.094305 1.540041 1.2 0.8 3.0 0.016
C 2.731737 0.068462 4.510805 0.9 -0.1 0.2 0.005
C 1.492404 0.606774 4.525443 3.3 1.0 -1.6 -0.002
C 1.565139 2.062167 4.138425 -1.3 0.4 0.4 -0.001
C 0.312772 -0.207002 4.605274 -1.1 -0.7 1.6 -0.002
Si -0.636289 -0.383250 2.930045 0.8 0.2 -2.1 0.039
O 0.173930 0.070099 1.654890 0.0 0.7 1.0 0.112
C -1.293594 -2.086806 2.464977 0.5 -0.8 0.0 0.005
C -1.878958 -2.965383 3.367999 -0.1 -0.7 0.9 -0.002
C -1.961208 -4.347543 3.185627 0.0 0.4 -0.2 0.002
C -1.593131 -4.827827 1.923655 -1.2 -0.5 0.6 -0.002
C -1.417266 -3.927645 0.901230 1.8 1.2 0.2 -0.007
C -1.098461 -2.572891 1.169402 -1.1 -0.4 0.1 -0.086
C -2.255053 0.406890 3.114981 -1.0 0.6 3.0 -0.007
C -3.273194 0.398305 2.197280 -1.9 1.2 0.3 -0.004
C -4.578222 0.820003 2.527445 -0.1 0.8 1.8 0.002
C -4.857517 1.178511 3.897632 0.1 -0.6 -2.2 0.000
C -3.874106 0.994232 4.857181 -0.6 0.3 0.7 0.001
C -2.612006 0.662831 4.473372 1.5 -0.7 -0.8 -0.002
H 3.577964 0.491543 3.925159 -0.6 0.4 1.0 -0.002
H 2.127601 -1.467102 2.290337 -0.1 -1.0 -1.7 -0.003
H 3.059244 -0.739434 5.148731 -0.5 -1.1 -0.5 -0.001
H 0.864251 2.692333 4.756221 0.6 -0.5 -0.6 0.000
H 1.331079 2.194363 3.095375 -0.4 0.2 -0.5 0.001
H 2.586700 2.377043 4.306491 -0.1 0.4 0.1 0.000
H 0.675201 -1.161535 4.960464 0.0 -0.8 -0.2 0.002
H 0.964426 -2.276421 1.898055 -0.6 -0.5 -0.3 -0.020
H -0.269190 0.119540 5.469932 -0.4 0.1 -0.3 0.001
H -2.274744 -2.526267 4.268582 0.1 0.0 0.6 0.000
H -2.329067 -5.027322 3.973354 0.3 0.5 -0.4 0.000
H -1.594989 -5.902073 1.742530 0.0 0.2 -0.1 -0.001
H -1.199959 -4.274807 -0.072407 0.0 -0.4 -1.0 -0.002
H -0.766917 -1.873073 0.392975 0.1 -0.5 0.1 0.058
H -3.084015 0.165777 1.196207 0.4 -0.5 -1.5 0.002
H -5.422917 0.954598 1.808351 1.1 -0.3 0.4 0.000
H -5.834879 1.602781 4.077056 -0.1 -0.2 0.5 0.000
H -3.992035 1.067705 5.940264 -0.6 0.4 -0.3 0.000
H -1.835007 0.513748 5.253449 -1.1 0.4 -0.7 0.000
```
Positions in Å, forces in eV/Å.


No. 2
A structure of composition C4H5O6Tb at a distorted geometry. Source: OMol25; level of theory: ωB97M-V/def2-TZVPD.

Values from the calculation:
* electronic energy: -1431.02494 hartree
* largest force on an atom: 0.1032 hartree/bohr
* spin multiplicity: 8
* net charge: +1
* HOMO energy (alpha / beta): -12.574 / -12.574 eV
* LUMO level (alpha / beta): -4.6 / -6.0 eV
* gap between HOMO and LUMO (alpha / beta): 7.97 / 6.62 eV
* expectation value of S²: 15.77

Geometry as XYZ:
```
16
Properties=species:S:1:pos:R:3:forces:R:3:mulliken_spin:R:1
O -2.617615 -1.401309 0.002205 -1.4 -0.9 0.3 0.015
C -1.414337 -1.674769 -0.253072 0.0 0.7 -0.5 -0.244
O -1.027995 -2.863960 -0.402456 -0.8 -1.2 0.0 0.006
O -0.536728 -0.702503 -0.471863 1.8 -0.4 0.1 0.039
Tb -3.398595 -3.867511 -0.179454 2.3 2.4 -0.1 7.200
C -0.807339 0.606963 -0.006128 -3.5 0.1 4.0 -0.015
C 0.098187 1.745211 0.304313 4.6 0.3 -2.1 0.000
H -1.629038 0.990669 -0.624619 0.0 0.1 0.6 -0.001
H -1.076982 0.560466 1.134526 -1.0 -1.2 -2.1 -0.001
H 0.284353 2.320933 -0.611545 0.5 0.0 0.3 0.000
O 1.446005 1.237458 0.838113 -2.0 1.8 0.6 0.001
C 2.194020 0.639001 -0.050725 -2.1 -2.7 -2.3 0.000
O 1.868617 0.483496 -1.219989 1.1 1.2 0.6 0.001
O 3.088351 -0.134736 0.549588 1.2 0.7 0.7 0.000
H 3.773722 -0.385644 -0.082856 -0.2 -0.1 -0.2 0.000
H -0.244625 2.446234 1.073962 -0.3 -0.7 -0.1 0.000
```
Positions in Å, forces in eV/Å.


No. 3
A structure of composition C16H36Br6Cl2O8P2 at a distorted geometry. Source: OMol25; level of theory: ωB97M-V/def2-TZVPD.

Values from the calculation:
* electronic energy: -18280.48401 hartree
* largest force on an atom: 0.0540 hartree/bohr
* HOMO energy: -10.082 eV
* LUMO level: -0.4 eV
* gap between HOMO and LUMO: 9.72 eV

Geometry as XYZ:
```
70
Properties=species:S:1:pos:R:3:forces:R:3:lowdin_charge:R:1
C -1.790026 -1.698526 0.939347 -1.6 -2.2 -0.3 -0.099
C -1.118922 -2.996949 1.322837 -0.4 -1.7 -0.9 -0.141
O -1.756767 -4.237252 0.585420 0.9 2.1 0.6 -0.180
P -2.689311 -5.219160 1.354411 1.2 -2.2 1.1 0.336
O -3.067277 -6.433624 0.613245 0.4 0.4 -0.1 -0.237
O -3.892832 -4.393294 1.875526 0.0 1.1 0.0 -0.191
C -4.940775 -5.108163 2.553286 -0.4 1.2 -0.3 -0.238
C -6.198430 -4.337791 2.180283 0.0 1.6 1.3 -0.060
O -1.949605 -5.578805 2.792305 0.4 0.0 -1.0 -0.241
C -1.083318 -6.787335 2.899656 -0.8 1.2 -0.1 -0.236
C -1.988771 -7.928982 3.339873 0.9 -0.1 0.6 -0.084
H -2.823332 -1.744348 1.229328 -0.7 -0.1 0.3 0.081
H -1.373317 -0.961069 1.519236 1.2 2.0 1.2 -0.007
H -1.842908 -1.406850 -0.096815 0.7 -0.3 -0.4 0.020
H -0.076113 -2.986165 0.992085 -0.2 -0.4 0.0 0.099
H -1.167501 -3.294936 2.388630 0.0 0.6 -0.6 0.100
H -4.931517 -6.085976 2.159384 -0.2 -1.3 -0.2 0.091
H -4.667779 -5.117399 3.600909 -0.3 0.1 0.3 0.121
H -5.879894 -3.271170 2.185615 -0.2 -0.5 -0.3 0.085
H -6.612581 -4.560300 1.208748 0.1 -0.3 -0.2 0.074
H -6.995782 -4.303092 2.937833 0.2 -0.7 -0.2 0.076
H -0.501954 -6.864804 1.979146 -0.4 -0.5 -0.2 0.112
H -0.326459 -6.587901 3.676805 -0.6 0.2 -0.1 0.112
H -1.305766 -8.686598 3.781550 -0.7 0.1 -0.2 0.079
H -2.612568 -7.503779 4.150882 0.2 -0.4 -0.4 0.084
H -2.622976 -8.368893 2.564244 0.3 0.3 0.1 0.073
C 4.057909 1.825507 -0.570493 0.6 0.4 -1.4 -0.080
C 2.756636 2.297268 -0.074822 -2.0 0.4 0.8 -0.303
O 2.744316 3.630254 0.546784 -0.2 -0.2 -0.3 -0.169
P 2.390789 4.901239 -0.333694 -0.5 -0.9 0.5 0.370
O 1.956239 6.064694 0.445440 0.2 -0.3 -0.7 -0.215
O 3.701582 4.961383 -1.187079 1.2 0.3 -0.6 -0.204
C 3.889693 5.890137 -2.281188 -0.1 0.4 0.6 -0.235
C 5.135347 5.461045 -3.069499 0.8 1.0 0.6 -0.069
O 1.359546 4.307279 -1.417617 -0.2 0.3 0.2 -0.223
C 0.499304 5.137865 -2.207487 -1.2 0.7 0.9 -0.249
C -0.380840 4.267117 -3.050370 0.1 0.4 -1.0 -0.076
H 4.552501 2.577177 -1.210922 -0.3 -0.5 0.1 0.081
H 4.718546 1.596674 0.230684 0.6 -0.3 0.7 0.072
H 3.837393 0.910044 -1.139276 0.4 0.2 0.1 0.059
H 1.967912 2.345631 -0.876883 0.9 -0.5 0.9 0.069
H 2.454938 1.627047 0.763721 -0.2 0.5 -0.8 0.106
H 2.979156 5.831738 -2.900929 0.6 0.3 0.1 0.095
H 3.982228 6.879502 -1.752091 0.0 -0.6 -1.1 0.141
H 6.034584 5.557771 -2.398946 -0.8 -0.3 -0.6 0.092
H 5.045380 4.428868 -3.421465 0.0 0.2 0.1 0.070
H 5.350460 6.142615 -3.933118 -0.5 -0.6 0.7 0.087
H -0.161527 5.721425 -1.547732 0.4 -0.1 0.1 0.129
H 1.085824 5.865488 -2.764631 -0.1 -0.2 -0.3 0.103
H 0.190356 3.680913 -3.709491 1.2 -1.1 -0.7 0.009
H -1.013028 3.593968 -2.530144 -0.5 -0.4 1.0 0.038
H -1.000006 4.770720 -3.783236 -0.3 0.8 0.3 0.087
Cl -1.528584 1.981672 2.959080 -0.9 -0.3 0.0 0.554
C 0.168112 1.564310 3.152417 0.0 -0.2 -0.6 -0.718
C 0.510646 0.741178 4.345155 1.2 0.1 -0.5 -0.662
Cl -0.267666 -0.825321 4.225378 -0.3 -0.6 0.4 0.602
H 0.580971 2.524920 3.252471 1.2 1.1 0.1 0.052
H 0.536250 1.103916 2.230348 -0.2 0.0 0.1 0.028
H 0.290755 1.258932 5.265461 -0.3 -0.2 0.3 0.076
H 1.606768 0.572053 4.277842 -0.6 0.1 0.3 0.090
C 1.012249 1.022672 -6.507472 -0.7 0.6 -0.5 -1.615
Br 2.106725 1.606941 -5.100945 0.8 0.5 0.9 0.596
Br -0.592423 2.190909 -6.614489 0.5 -0.6 -0.1 0.530
Br 0.564609 -0.812420 -6.181532 -0.1 0.0 -0.5 0.578
H 1.574184 1.210146 -7.431323 -0.5 -0.5 0.3 -0.011
C -0.047768 0.430844 -1.801955 0.0 1.7 0.6 -1.600
Br -1.422374 -0.423171 -2.793781 0.0 0.1 -0.1 0.639
Br 1.282866 -0.742357 -1.153415 0.3 -0.6 0.1 0.671
Br -0.758272 1.553863 -0.342687 -0.3 -0.5 -0.1 0.642
H 0.464197 1.230705 -2.339837 -0.2 -0.7 -0.6 -0.065
```
Positions in Å, forces in eV/Å.


Among the records above, which one has the highest electronic energy? C4H5O6Tb